{"formula": "C47H78O25", "method": "ωB97M-V with the def2-TZVPD basis set", "charge": 0, "homo_energy_ev": -10.1, "gap_ev": 10.10, "fmax_ev_per_a": 6.546, "symbols": ["O", "C", "O", "C", "C", "C", "H", "H", "H", "H", "H", "H", "O", "C", "O", "C", "C", "C", "H", "H", "H", "H", "H", "H", "O", "C", "O", "C", "C", "C", "H", "H", "H", "H", "H", "H", "O", "C", "O", "C", "C", "C", "H", "H", "H", "H", "H", "H", "O", "C", "O", "C", "C", "C", "H", "H", "H", "H", "H", "H", "O", "C", "O", "C", "C", "C", "H", "H", "H", "H", "H", "H", "O", "C", "O", "C", "C", "C", "H", "H", "H", "H", "H", "H", "O", "C", "O", "C", "C", "C", "H", "H", "H", "H", "H", "H", "O", "C", "O", "C", "C", "C", "H", "H", "H", "H", "H", "H", "O", "C", "O", "C", "C", "C", "H", "H", "H", "H", "H", "H", "O", "C", "O", "C", "C", "C", "H", "H", "H", "H", "H", "H", "C", "O", "H", "H", "H", "H", "C", "O", "H", "H", "H", "H", "C", "O", "H", "H", "H", "H"], "xyz": [[-6.71799, 5.56611, -0.99698], [-7.65641, 6.33681, -0.76397], [-8.04353, 6.79734, 0.42432], [-9.17219, 7.65936, 0.39617], [-9.70410, 7.50423, -0.97592], [-8.62152, 6.88448, -1.81686], [-8.95423, 8.72653, 0.43767], [-9.96231, 7.38722, 1.09599], [-10.18233, 8.40365, -1.36379], [-10.52604, 6.78834, -0.97705], [-8.00328, 7.61773, -2.33477], [-8.94802, 6.15867, -2.56166], [6.86632, -11.30992, 3.20897], [7.11781, -10.46257, 2.38775], [7.61638, -10.74588, 1.22091], [7.70869, -9.69359, 0.29904], [6.85015, -8.58516, 0.92120], [6.82488, -8.97907, 2.44107], [7.44487, -9.98023, -0.71896], [8.71483, -9.27628, 0.25845], [5.85516, -8.54050, 0.47837], [7.31831, -7.64483, 0.63016], [5.85136, -8.72290, 2.85907], [7.62675, -8.46247, 2.96856], [5.48900, 5.58934, 1.77610], [6.32856, 6.03841, 2.56623], [6.14497, 7.26565, 3.13271], [7.17382, 7.64484, 4.03870], [7.93372, 6.30357, 4.21541], [7.72383, 5.55001, 2.93540], [6.66889, 7.91608, 4.96584], [7.77662, 8.49694, 3.72461], [7.56909, 5.72161, 5.06186], [8.97895, 6.45783, 4.48336], [7.85359, 4.46785, 2.92152], [8.45282, 5.98216, 2.24989], [0.75325, -3.08569, 0.45323], [0.43524, -2.04500, -0.06919], [-0.84448, -1.56718, 0.01538], [-1.00523, -0.38266, -0.74804], [0.33478, -0.22719, -1.53097], [1.33761, -1.04632, -0.80340], [-1.17907, 0.48742, -0.11492], [-1.93343, -0.47024, -1.31273], [0.61597, 0.82591, -1.52700], [0.26963, -0.41160, -2.60328], [1.95840, -0.49677, -0.09578], [1.95010, -1.60425, -1.51167], [-7.96354, -6.96157, 5.08114], [-7.48719, -7.32890, 3.93625], [-6.43855, -6.66955, 3.36521], [-6.13186, -7.11158, 2.10941], [-6.63325, -8.53303, 2.17463], [-7.91005, -8.44918, 3.07344], [-5.05181, -6.97238, 2.06240], [-6.62856, -6.48858, 1.36559], [-5.96874, -9.27006, 2.62551], [-6.87720, -8.84586, 1.15939], [-8.15426, -9.41431, 3.51728], [-8.79234, -8.18259, 2.49155], [-7.55452, -2.37995, -9.16718], [-7.03594, -1.37205, -8.68691], [-7.74897, -0.21063, -8.51769], [-6.89505, 0.83505, -8.05077], [-5.47633, 0.33005, -8.11231], [-5.52396, -1.13256, -8.45489], [-7.09261, 1.12240, -7.01806], [-6.94440, 1.80560, -8.54442], [-4.96474, 0.47932, -7.16147], [-4.94932, 0.97545, -8.81503], [-5.19623, -1.80738, -7.66413], [-4.86537, -1.39429, -9.28305], [0.32303, -0.78475, 9.78200], [-0.62950, -1.19637, 9.17780], [-0.71523, -1.26445, 7.82586], [-2.04737, -1.77415, 7.42210], [-2.44585, -2.53042, 8.64415], [-1.88205, -1.70663, 9.81239], [-1.92668, -2.36903, 6.51675], [-2.74403, -0.96686, 7.19614], [-1.95858, -3.50319, 8.57798], [-3.52311, -2.64439, 8.76512], [-1.68303, -2.20944, 10.75879], [-2.48891, -0.81853, 9.98873], [5.86161, -4.23345, -6.42008], [5.40475, -3.82598, -7.42963], [4.26553, -3.15438, -7.40506], [3.90366, -2.61096, -8.68266], [5.09101, -2.97668, -9.58851], [5.93556, -4.01473, -8.87626], [3.70721, -1.54571, -8.56118], [2.98759, -2.95348, -9.16392], [5.61356, -2.02607, -9.69513], [4.82221, -3.37956, -10.56500], [6.97259, -3.67959, -8.89492], [5.75943, -5.05064, -9.16604], [0.67669, 7.87582, 7.25112], [0.26394, 7.31875, 6.24304], [-0.42585, 8.01540, 5.30851], [-0.93292, 7.10761, 4.26636], [-0.73287, 5.70432, 4.85075], [0.40289, 5.86391, 5.83620], [-0.42471, 7.25104, 3.31282], [-2.01068, 7.24768, 4.18326], [-0.48742, 5.14373, 3.94875], [-1.62907, 5.20929, 5.22473], [1.37827, 5.66991, 5.39000], [0.24069, 5.27883, 6.74145], [-12.54390, 1.40423, 0.90941], [-11.83699, 0.68512, 1.53151], [-10.53576, 0.73003, 1.37620], [-9.76351, -0.23512, 2.11410], [-10.85837, -1.15355, 2.61352], [-12.15895, -0.36955, 2.57574], [-9.24199, 0.32770, 2.88827], [-9.15292, -0.79215, 1.40346], [-10.65530, -1.40268, 3.65506], [-10.99384, -2.05424, 2.01477], [-12.35568, 0.19186, 3.48910], [-13.05566, -0.90522, 2.26420], [11.31890, -1.41889, -4.98620], [11.10440, -0.90813, -3.89511], [10.92854, 0.44493, -3.85003], [10.65801, 0.80388, -2.46211], [10.12274, -0.44615, -1.85807], [10.96163, -1.55599, -2.54219], [9.93917, 1.62135, -2.51799], [11.60272, 1.15878, -2.05020], [9.06135, -0.57720, -2.06875], [10.25415, -0.48010, -0.77656], [10.55421, -2.56698, -2.54255], [11.92136, -1.54691, -2.02554], [-0.80113, 6.50396, -5.40735], [-1.66529, 7.30401, -6.10076], [-0.23272, 5.81104, -6.02773], [-0.00128, 7.07120, -4.93135], [-1.34594, 6.02086, -4.59625], [-1.21451, 7.66502, -6.86761], [5.56245, -2.06879, 5.49705], [5.02540, -0.76288, 5.58703], [6.57210, -2.08684, 5.08670], [5.48770, -2.58511, 6.45409], [5.02249, -2.78677, 4.87976], [4.16279, -0.83180, 6.00267], [5.21751, 2.93594, -5.34562], [5.58730, 4.25615, -4.97759], [4.18182, 2.95905, -5.68460], [5.85520, 2.47682, -6.10104], [5.28153, 2.33587, -4.43792], [5.30320, 4.49860, -4.09322]], "forces_ev_per_angstrom": [[-2.1, 2.1, 1.3], [0.8, -2.2, -2.1], [1.1, -0.1, 1.8], [-0.4, 0.6, -0.8], [-2.3, -0.9, -1.8], [1.1, 0.6, 0.1], [0.9, -0.1, 1.0], [0.7, -0.1, 0.5], [0.4, 0.2, -0.1], [-0.1, -0.2, 0.1], [-0.1, 0.2, -0.3], [0.1, -0.1, 0.3], [0.4, 0.6, -0.3], [-1.6, 0.2, 1.7], [1.3, -2.2, -1.9], [-0.1, 1.6, 0.3], [-0.1, 0.0, -0.2], [-0.1, 1.1, -1.4], [-0.3, -0.4, 0.3], [0.4, -0.6, 0.1], [-0.1, -0.3, 0.2], [-0.1, 0.2, 0.6], [0.3, -0.3, 0.3], [-0.1, -0.1, 0.2], [2.3, 0.8, 2.3], [-1.5, -0.1, -2.7], [-0.6, 0.0, -0.7], [-0.1, -1.7, 0.9], [1.0, 0.2, 1.6], [-0.2, 0.4, -0.2], [0.1, 0.1, 0.0], [-0.1, -0.2, -0.6], [-0.5, 0.2, 0.1], [0.1, 0.1, -0.3], [-0.2, 0.2, 0.3], [-0.3, -0.1, -0.6], [-0.4, 1.0, -0.6], [0.4, -0.7, 1.3], [0.5, -0.4, 0.0], [0.4, 0.4, -0.5], [-1.0, 2.2, -0.7], [-0.5, -1.4, -0.2], [0.2, -0.1, 0.4], [0.3, -0.2, -0.5], [0.0, 0.1, 0.2], [-0.2, -0.7, 0.1], [-0.1, -0.1, 0.0], [0.3, 0.0, 0.4], [2.3, -1.7, -5.5], [-1.7, 2.5, 5.8], [-1.7, 1.5, 3.4], [0.9, -0.9, -0.4], [-1.1, -1.1, -1.5], [0.9, -0.5, -1.5], [0.0, -0.3, -0.6], [-0.1, -0.1, -0.2], [0.4, 0.4, -0.1], [0.0, -0.4, 0.1], [0.2, 0.4, 0.5], [0.0, 0.3, 0.0], [1.1, 2.4, 1.7], [-0.6, -1.7, -2.7], [0.5, -0.2, 0.2], [0.3, 0.6, 1.3], [1.4, 0.8, 0.4], [-0.7, -0.3, 0.2], [-0.7, -0.5, 0.2], [-0.7, -0.5, -0.9], [-0.1, 0.1, 0.1], [0.3, -0.5, -0.3], [-0.1, 0.2, 0.3], [-0.7, -0.1, -0.4], [0.1, 0.0, -0.8], [0.6, 0.2, 0.7], [-0.5, 0.2, -0.5], [0.9, 0.6, 0.3], [-1.0, -0.7, 1.0], [-0.1, -0.2, -1.0], [0.2, 0.0, 0.2], [0.3, 0.4, 0.1], [-0.2, -0.1, 0.4], [0.0, -0.3, -0.3], [-0.1, 0.0, -0.3], [-0.3, 0.0, 0.2], [1.0, -0.7, 1.2], [0.7, -0.8, -1.0], [-1.9, 0.9, -0.5], [0.2, -0.3, -0.7], [-0.1, 0.6, -0.9], [-0.6, 1.4, 1.6], [0.6, 0.1, 0.1], [-0.3, -0.9, 0.9], [0.5, -0.3, -0.4], [-0.3, 0.5, 0.0], [0.1, -0.8, 0.0], [0.3, 0.2, -0.1], [-0.6, -1.2, -1.8], [0.9, 1.5, 1.5], [-0.3, -0.6, -0.8], [-0.7, 0.0, 1.7], [0.4, -0.5, -1.8], [-0.7, 0.1, 0.5], [0.1, 0.3, 0.3], [0.2, 0.6, -0.3], [0.4, -0.6, 0.3], [0.0, 0.5, 0.4], [0.0, 0.1, 0.2], [0.4, -0.2, -0.1], [-1.2, 0.7, -0.4], [-0.4, -0.7, 0.6], [2.5, 0.8, -1.0], [-1.7, 0.1, -0.7], [-0.6, -0.9, 1.7], [0.0, 0.8, -0.7], [0.3, -0.4, -0.1], [0.5, 0.5, 0.2], [0.1, -0.6, -0.1], [0.4, 0.0, 0.1], [-0.1, -0.2, 0.2], [0.2, -0.1, 0.2], [-0.3, 0.4, 2.1], [0.6, -0.6, -3.4], [0.0, -0.8, 1.1], [0.0, 0.8, -1.3], [-0.2, -1.3, 1.1], [-0.4, 1.3, 0.4], [0.1, 0.0, 0.3], [-0.1, 0.0, 0.3], [0.0, 0.1, -0.1], [-0.1, 0.1, 0.0], [0.0, 0.3, -0.2], [0.3, -0.2, -0.3], [1.6, -0.5, 1.2], [-1.2, 0.9, -1.0], [-0.4, -0.6, -0.1], [0.1, 0.4, 0.3], [0.0, -0.3, -0.3], [-0.1, 0.1, 0.0], [-0.4, -1.0, 0.3], [0.3, -0.2, -0.4], [0.0, 0.5, 0.4], [0.7, 0.2, 0.4], [-0.5, 0.4, -0.7], [-0.1, 0.0, 0.0], [-0.7, 0.2, 1.3], [0.8, 0.5, -0.9], [-0.1, -0.3, -0.2], [0.2, 0.6, 0.0], [-0.1, -0.5, -0.2], [-0.1, -0.4, -0.1]], "lowdin_charge": [0.08, -0.45, 0.05, -0.16, -0.20, -0.07, 0.13, 0.13, 0.12, 0.12, 0.13, 0.13, 0.11, -0.52, 0.05, -0.16, -0.14, -0.05, 0.13, 0.12, 0.11, 0.11, 0.12, 0.12, 0.08, -0.43, 0.01, -0.14, -0.17, -0.08, 0.12, 0.12, 0.12, 0.11, 0.13, 0.13, 0.11, -0.45, 0.02, -0.15, -0.17, -0.08, 0.12, 0.12, 0.11, 0.11, 0.13, 0.13, 0.03, -0.39, 0.01, -0.20, -0.14, -0.07, 0.14, 0.13, 0.12, 0.11, 0.13, 0.13, 0.09, -0.41, 0.04, -0.18, -0.18, -0.07, 0.12, 0.12, 0.11, 0.11, 0.12, 0.12, 0.11, -0.51, 0.02, -0.13, -0.17, -0.07, 0.13, 0.12, 0.12, 0.12, 0.13, 0.13, 0.13, -0.52, 0.04, -0.15, -0.17, -0.06, 0.12, 0.12, 0.11, 0.11, 0.13, 0.13, 0.09, -0.47, 0.02, -0.12, -0.17, -0.07, 0.12, 0.12, 0.11, 0.12, 0.13, 0.13, 0.13, -0.54, 0.03, -0.12, -0.17, -0.07, 0.13, 0.13, 0.11, 0.12, 0.13, 0.13, 0.09, -0.47, 0.01, -0.16, -0.17, -0.06, 0.13, 0.13, 0.12, 0.12, 0.13, 0.13, -0.22, -0.10, 0.08, 0.07, 0.08, 0.08, -0.18, -0.11, 0.08, 0.07, 0.07, 0.08, -0.16, -0.13, 0.07, 0.08, 0.07, 0.07]}